Record 1
DFT (the ωB97M-V functional and the def2-TZVPD basis) results for a structure of composition C7H8I2N2 in a non-equilibrium geometry.

Element x y z (Å)
1 C -2.457 -0.920 -2.003
2 C -3.088 -0.686 -0.776
3 C -0.505 -0.087 -1.132
4 C -1.037 -0.235 0.158
5 C 1.844 -0.264 -0.128
6 C 0.891 0.419 -1.132
7 C -1.119 -0.261 3.702
8 N -1.138 -0.615 -2.104
9 N -2.247 -0.531 0.247
10 I -3.024 0.233 3.173
11 I 0.150 1.275 4.385
12 H -2.792 -1.314 -3.023
13 H -4.118 -0.592 -0.616
14 H 1.497 0.146 0.929
15 H 2.810 0.278 -0.283
16 H 1.830 -1.403 -0.135
17 H 1.188 0.285 -2.131
18 H 0.871 1.487 -0.802
19 H -1.024 -1.075 4.394

Forces on the atoms, in the same order (eV/Å):
C 0.447 0.021 -1.118
C 1.576 -0.797 -1.749
C 2.335 -0.155 2.802
C -1.195 -0.175 -0.211
C -0.806 1.194 1.854
C -0.219 0.357 0.441
C 0.340 0.979 0.647
N -0.901 -0.152 -1.855
N -0.967 0.507 1.059
I -0.247 0.072 0.424
I -0.217 -0.350 -0.423
H -0.486 0.623 2.017
H -1.368 -0.382 0.226
H 0.687 -1.324 -1.879
H -0.317 -1.233 0.118
H 0.363 1.630 -0.111
H 1.046 0.355 -1.379
H 0.009 -0.604 -0.761
H -0.080 -0.567 -0.100

Results
- LUMO (spin up / spin down) (Ha) = 0.0024 / -0.0446
- E_HOMO (spin up / spin down) (eV) = -7.9 / -9.2
- spin multiplicity = 3
- HOMO-LUMO gap (spin up / spin down) (Ha) = 0.2925 / 0.2919

Atom charges from the Löwdin analysis, given in e for atoms 1 to 6: atom 1 (C): -0.088, atom 2 (C): -0.109, atom 3 (C): -0.346, atom 4 (C): -0.002, atom 5 (C): -0.109, atom 6 (C): -0.223

Record 2
DFT (the ωB97M-V functional and the def2-TZVPD basis) results for an isolated molecule of C7H8INO2 in a non-equilibrium geometry.

Element x y z (Å)
1 C -2.265 -2.602 -0.413
2 C -2.191 -1.991 -1.631
3 C -1.730 -2.126 0.794
4 C -0.169 -0.737 -0.313
5 C -2.187 -2.644 2.096
6 C 1.232 0.613 -1.583
7 C 0.538 1.348 0.701
8 N 0.384 0.430 -0.404
9 O -2.800 -3.680 2.255
10 O -0.840 -1.117 0.799
11 I -2.090 -3.201 -3.336
12 H -2.947 -3.411 -0.463
13 H -1.798 -1.975 2.882
14 H 0.862 1.420 -2.281
15 H 2.198 0.941 -1.161
16 H 1.368 -0.287 -2.178
17 H -0.122 0.990 1.563
18 H 1.552 1.491 1.048
19 H 0.164 2.256 0.369

Forces on the atoms, in the same order (eV/Å):
C -0.217 1.449 -0.501
C 1.405 -1.009 -0.206
C -1.094 -1.184 -1.165
C -1.188 -2.668 -2.126
C 1.237 0.367 -0.750
C 0.520 1.591 -0.285
C -1.195 -1.195 1.762
N 0.349 -1.034 0.901
O -0.032 0.604 0.030
O 0.717 2.438 1.497
I -0.392 0.750 0.184
H -0.301 -1.169 0.851
H -0.311 -0.301 0.624
H 0.158 -0.679 0.938
H -0.125 -0.115 -0.579
H -0.282 -0.106 0.454
H 1.035 0.490 -1.198
H 0.356 -0.295 -0.091
H -0.640 2.066 -0.341

Results
- LUMO (spin up / spin down) (Ha) = 0.0082 / -0.0600
- E_HOMO (spin up / spin down) (eV) = -7.1 / -8.5
- spin multiplicity = 3
- relative energy (zero: lowest compared OMol25 entry of this formula, charge and spin) (eV) = 0.0000
- HOMO-LUMO gap (spin up / spin down) (Ha) = 0.2703 / 0.2519

Atom charges from the Löwdin analysis, given in e for atoms 1 to 6: atom 1 (C): -0.250, atom 2 (C): -0.513, atom 3 (C): -0.230, atom 4 (C): -0.081, atom 5 (C): -0.214, atom 6 (C): -0.045

Record 3
DFT (the ωB97M-V functional and the def2-TZVPD basis) results for a structure of composition C7H8MoN2O3S5.

Element x y z (Å)
1 Mo 0.073 0.557 0.104
2 S -0.873 -1.343 -0.680
3 C 0.405 -2.194 -1.556
4 C 0.112 -3.289 -2.361
5 C 1.134 -3.929 -3.042
6 C 2.446 -3.484 -2.920
7 C 2.740 -2.397 -2.113
8 C 1.713 -1.749 -1.435
9 S 2.064 -0.369 -0.386
10 H -0.911 -3.629 -2.452
11 H 0.908 -4.780 -3.671
12 H 3.241 -3.987 -3.453
13 H 3.758 -2.046 -2.006
14 N -1.606 0.617 1.609
15 C -0.683 1.530 2.111
16 N -1.025 2.809 2.272
17 S 0.884 0.883 2.353
18 H -2.456 0.969 1.148
19 H -1.678 -0.273 2.083
20 H -1.792 3.191 1.711
21 H -0.259 3.451 2.405
22 O -2.681 3.198 -2.351
23 S -2.350 2.808 -1.021
24 O -2.282 3.853 -0.018
25 O -2.948 1.579 -0.530
26 S -0.162 2.306 -1.271

Forces on the atoms, in the same order (eV/Å):
Mo -0.013 0.028 0.018
S -0.121 -0.073 -0.024
C 0.033 0.040 0.020
C 0.003 0.003 0.003
C -0.010 -0.014 -0.007
C 0.014 0.004 -0.001
C -0.015 0.009 0.007
C 0.001 -0.040 -0.034
S 0.009 0.084 -0.011
H -0.002 0.000 0.001
H 0.000 0.001 0.000
H -0.002 -0.002 -0.001
H 0.003 -0.003 -0.002
N 0.033 0.010 0.039
C 0.062 -0.124 -0.048
N -0.078 0.016 0.000
S -0.057 0.054 0.053
H 0.019 0.013 0.008
H 0.013 0.008 0.007
H 0.014 0.012 -0.003
H 0.014 -0.008 -0.012
O -0.003 -0.009 0.007
S 0.080 0.056 -0.028
O -0.013 -0.015 0.007
O -0.013 -0.039 0.022
S 0.028 -0.014 -0.023

Results
- LUMO (spin up / spin down) (Ha) = -0.0687 / -0.0685
- E_HOMO (spin up / spin down) (eV) = -8.7 / -8.7
- relative energy (zero: lowest compared OMol25 entry of this formula, charge and spin) (eV) = 0.0000
- HOMO-LUMO gap (spin up / spin down) (Ha) = 0.2523 / 0.2524

Atom charges from the Löwdin analysis, given in e for atoms 1 to 6: atom 1 (Mo): 0.441, atom 2 (S): 0.624, atom 3 (C): -0.653, atom 4 (C): -0.111, atom 5 (C): -0.081, atom 6 (C): -0.083